This record from the OMol25 dataset describes C3H7F2N in the gas phase at a distorted geometry. The level of theory is ωB97M-V/def2-TZVPD.

Last column: natural (NBO) charge in e.
Positions of all 13 atoms, in Å:
C -2.4482 -0.8689 0.4408  -0.401
N -1.2413 -0.2174 0.7392  -0.616
C -0.4360 0.1616 -0.3951  -0.283
C 0.9632 0.4954 -0.0176  0.579
F 1.7465 -0.5316 0.3984  -0.341
F 1.6189 0.9471 -1.1141  -0.347
H -3.0188 -1.1799 1.2747  0.205
H -2.2567 -1.8550 -0.1390  0.193
H -3.1332 -0.2194 -0.1401  0.155
H -1.4119 0.6300 1.2676  0.351
H -0.3997 -0.6248 -1.1279  0.210
H -0.7954 1.0435 -0.8135  0.182
H 0.9419 1.2597 0.7774  0.113

Summary:
Structure (SMILES): CNCC(F)F
Largest force on an atom in eV/Å: 3.17
LUMO level in eV: 1.01
Energy relative to the best compared isomer or geometry (same formula, charge and spin) in kcal per mole: 23.40
Total energy in Ha: -372.96986